Entry 1:
7 unconnected molecules or ions with the total composition H14O7. Source: the Open Molecules 2025 dataset; level of theory: ωB97M-V with the def2-TZVPD basis set.

The value obtained for the highest occupied orbital energy is -0.3816 hartree. Its SMILES is O.O.O.O.O.O.O. For the LUMO energy, the calculation gives 0.0 eV. The frontier orbital gap comes out at 10.3344 eV.

Last column: Mulliken charge in e.
Element x y z (Å)
1 O -2.93197 0.19570 -1.33846  -0.624
2 H -3.62278 -0.42701 -1.11207  0.308
3 H -2.65817 -0.05942 -2.21946  0.316
4 O -0.16104 0.62027 -0.08273  -0.750
5 H 0.28932 -0.08804 0.37739  0.327
6 H -1.08063 0.35470 -0.09071  0.307
7 O 1.31195 -1.81864 1.49099  -0.624
8 H 1.72676 -2.44368 0.89645  0.303
9 H 1.07812 -2.33803 2.26027  0.311
10 O 3.34178 0.02060 2.48297  -0.609
11 H 2.43360 -0.24145 2.33206  0.320
12 H 3.43403 0.02885 3.43568  0.300
13 O 0.67737 2.06259 -2.28667  -0.633
14 H 0.35212 1.48022 -1.60018  0.430
15 H 1.22746 1.50330 -2.83515  0.302
16 O -2.25224 -2.82036 -1.26480  -0.638
17 H -3.01368 -2.81208 -1.84478  0.305
18 H -1.88317 -1.94044 -1.34072  0.333
19 O 0.84516 3.13401 0.74173  -0.626
20 H 0.32662 2.43511 0.34311  0.359
21 H 0.55939 3.15379 1.65507  0.283

---

Entry 2:
A gas-phase ion, C3H9N2 (charge +1) in a non-equilibrium geometry. Source: the Open Molecules 2025 dataset; level of theory: ωB97M-V with the def2-TZVPD basis set.

The value obtained for the highest occupied orbital energy is -0.5690 hartree. The charge is +1. For the LUMO energy, the calculation gives -8.7 eV. The frontier orbital gap comes out at 6.7843 eV.

Last column: Mulliken charge in e.
Element x y z (Å)
1 C -1.23940 -0.55502 0.86957  -0.986
2 C -0.95142 -0.08429 -0.55596  -0.349
3 N 0.38981 -0.58790 -0.87581  -0.274
4 C 1.44626 0.20413 -0.18973  -0.313
5 N 0.87785 1.19404 0.58583  -0.298
6 H -1.45896 -1.61934 0.78017  0.309
7 H -2.16131 -0.07216 1.19641  0.338
8 H -0.53488 -0.23015 1.66351  0.342
9 H -1.04453 1.00742 -0.70885  0.353
10 H -1.64676 -0.54329 -1.26125  0.397
11 H 0.49943 -0.45928 -1.88236  0.316
12 H 2.09791 -0.45278 0.42386  0.404
13 H 1.65389 1.72755 1.01326  0.299
14 H 2.07212 0.47107 -1.05864  0.461

---

Entry 3:
A molecular structure, C8H12NO3 in a non-equilibrium geometry. Source: the Open Molecules 2025 dataset; level of theory: ωB97M-V with the def2-TZVPD basis set.

The value obtained for the highest occupied orbital energy is -0.5824 hartree. The charge is +1. For the LUMO energy, the calculation gives -3.0 eV. The frontier orbital gap comes out at 12.8236 eV.

Last column: Mulliken charge in e.
Element x y z (Å)
1 C -3.18404 -0.11161 0.03567  0.254
2 C 1.28648 -1.33356 0.16514  -0.841
3 C 1.49235 1.19331 0.29459  -0.877
4 C -0.39576 0.00323 1.42734  -1.338
5 C 0.49737 -1.14593 -1.15274  -0.464
6 C 0.54878 1.29478 -0.85496  -0.809
7 C 1.10453 -0.05016 1.05754  -0.118
8 C -1.19415 -0.06568 0.15531  1.236
9 N -0.33869 0.14076 -0.99564  0.037
10 O -4.34242 -0.19527 -0.05727  -0.352
11 O -2.10593 -1.01338 0.06051  -0.414
12 O -2.29992 1.02365 0.06879  -0.456
13 H 0.94728 -2.21586 0.64540  0.397
14 H 2.35339 -1.31655 -0.06428  0.445
15 H 2.50528 1.07317 0.09419  0.460
16 H 1.31939 2.01258 0.94192  0.422
17 H -0.56052 -0.86081 2.07842  0.449
18 H -0.58803 0.83619 2.03151  0.464
19 H 1.26035 -1.12819 -1.94220  0.363
20 H -0.18384 -1.94083 -1.65495  0.363
21 H -0.00471 2.12422 -0.80044  0.511
22 H 1.14102 1.43358 -1.77858  0.408
23 H 1.61235 -0.12635 1.98030  0.555
24 H -0.87055 0.36871 -1.73555  0.305

---

Entry 4:
A gas-phase ion, C3H3ClFO3Si (charge -1) in a non-equilibrium geometry. Source: the Open Molecules 2025 dataset; level of theory: ωB97M-V with the def2-TZVPD basis set.

The value obtained for the highest occupied orbital energy is -0.1731 hartree. Its SMILES is O=C(F)C[Si@H](Cl)C(=O)[O-]. The charge is -1. For the LUMO energy, the calculation gives 2.9 eV. The frontier orbital gap comes out at 7.6079 eV.

Last column: Mulliken charge in e.
Element x y z (Å)
1 O -0.29586 -2.96469 -0.76744  -0.491
2 C -1.06552 -1.87194 -0.70905  0.478
3 F -2.56503 -1.96894 -0.60191  -0.264
4 C -0.36252 -0.39153 -0.81363  -0.466
5 Si 0.39117 0.25717 0.84889  0.506
6 Cl -1.04774 0.41006 2.42469  -0.303
7 C 1.17859 2.00332 0.43676  0.397
8 O 0.31369 2.96674 0.05543  -0.639
9 O 2.63155 2.22399 0.50457  -0.688
10 H -1.17347 0.42198 -1.13676  0.288
11 H 0.52529 -0.48234 -1.57065  0.298
12 H 1.46984 -0.60381 1.32910  -0.118

---

Entry 5:
12 unconnected molecules or ions with the total composition C20H38Cl22N2O5P2 in a non-equilibrium geometry. Source: the Open Molecules 2025 dataset; level of theory: ωB97M-V with the def2-TZVPD basis set.

The value obtained for the highest occupied orbital energy is -0.3392 hartree. Its SMILES is COCCCC[C@@H](C#N)[C@@](C#N)([PH2]=O)P(=O)(O)O.ClCCl.ClCCl.ClCCl.ClCCl.ClCCl.ClCCl.ClCCl.ClCCl.ClCCl.ClCCl.ClCCl. For the LUMO energy, the calculation gives -0.1 eV. The frontier orbital gap comes out at 9.1516 eV.

Last column: Mulliken charge in e.
Element x y z (Å)
1 C 3.84093 -2.83932 0.52218  -0.554
2 O 3.13867 -1.76670 -0.04998  -0.182
3 C 2.03219 -1.35000 0.74812  -0.932
4 C 0.76540 -1.45591 -0.11356  0.763
5 C -0.39231 -0.66318 0.49481  -0.340
6 C -1.69643 -0.69903 -0.30336  -1.004
7 C -2.39247 -2.06935 -0.44580  0.073
8 C -1.72536 -2.98130 -1.40923  -0.271
9 N -1.09601 -3.58329 -2.15994  -0.599
10 C -2.69585 -2.82608 0.88239  1.649
11 C -1.48712 -3.50783 1.43274  -0.513
12 N -0.45153 -3.68741 1.89784  -0.529
13 P -3.57005 -1.70832 2.12431  0.264
14 O -2.66211 -0.74866 2.79861  -0.679
15 P -3.91068 -4.19858 0.49726  0.796
16 O -5.01128 -4.21687 1.45730  -0.677
17 O -3.07118 -5.58040 0.57715  -0.528
18 O -4.44370 -4.03061 -1.02018  -0.583
19 H 4.61859 -3.18573 -0.16220  0.228
20 H 3.20037 -3.70232 0.74304  0.335
21 H 4.35805 -2.53186 1.43869  0.030
22 H 2.17405 -0.34581 1.15548  0.297
23 H 1.91734 -2.08647 1.55052  0.312
24 H 1.01335 -1.12711 -1.12585  -0.477
25 H 0.54603 -2.52296 -0.16823  0.053
26 H -0.51969 -0.96089 1.53679  0.136
27 H -0.07425 0.38363 0.51679  0.742
28 H -2.41841 -0.05583 0.19580  0.019
29 H -1.50881 -0.26415 -1.28704  0.375
30 H -3.36940 -1.87104 -0.89786  0.776
31 H -4.52179 -0.98061 1.36866  0.076
32 H -4.31566 -2.44724 3.04823  0.152
33 H -2.86736 -5.95992 -0.28668  0.388
34 H -3.94946 -4.60643 -1.61995  0.369
35 C 2.11896 -1.36003 -4.22643  -0.420
36 Cl 3.28928 -0.42386 -3.29009  -0.080
37 Cl 0.47759 -0.75390 -3.98785  -0.133
38 H 2.36711 -1.28832 -5.27872  0.348
39 H 2.15941 -2.39157 -3.89524  0.256
40 C -2.59789 -3.24788 5.85711  -0.352
41 Cl -2.26315 -3.77706 4.20766  -0.064
42 Cl -4.33498 -3.05526 6.15036  -0.157
43 H -2.21006 -3.99002 6.54474  0.338
44 H -2.11289 -2.29159 6.01535  0.280
45 C -1.42726 2.91504 -1.91851  -0.172
46 Cl -1.92485 2.44706 -0.28398  -0.125
47 Cl 0.31006 2.69195 -2.14845  -0.113
48 H -1.95188 2.29261 -2.63654  0.228
49 H -1.67480 3.95905 -2.07899  0.173
50 C 5.95885 1.69874 -2.48066  -0.314
51 Cl 7.54749 2.47218 -2.35489  -0.214
52 Cl 5.44122 1.02346 -0.93614  -0.090
53 H 5.23660 2.44203 -2.79737  0.365
54 H 6.02233 0.90066 -3.21122  0.249
55 C 8.91708 2.29900 -6.03906  -0.203
56 Cl 9.25843 3.22206 -7.50617  -0.160
57 Cl 7.25003 1.71215 -6.00271  -0.141
58 H 9.58378 1.44592 -6.00181  0.297
59 H 9.07341 2.93989 -5.17919  0.201
60 C 8.88149 3.49865 0.88776  0.259
61 Cl 8.26613 2.97096 2.45859  -0.155
62 Cl 10.62249 3.22308 0.73472  -0.170
63 H 8.37556 2.93798 0.11159  -0.206
64 H 8.68876 4.55937 0.77864  0.279
65 C -7.64928 -4.41613 7.38008  0.030
66 Cl -8.17895 -6.03709 6.91704  -0.156
67 Cl -8.26091 -3.95485 8.97385  -0.158
68 H -6.56641 -4.39972 7.40626  0.017
69 H -8.01990 -3.70805 6.64827  0.263
70 C -0.97598 6.38215 -4.31871  -0.319
71 Cl -2.32788 5.31046 -3.91471  -0.078
72 Cl 0.02712 6.72396 -2.90747  -0.142
73 H -0.36695 5.89721 -5.07242  0.283
74 H -1.37713 7.31450 -4.69757  0.302
75 C -6.32072 6.02960 -3.46840  -0.274
76 Cl -5.68628 4.38289 -3.34392  -0.145
77 Cl -7.72091 6.26750 -2.41962  -0.142
78 H -5.54100 6.72130 -3.17085  0.230
79 H -6.61565 6.20916 -4.49531  0.330
80 C 5.27297 -1.39395 4.50897  -0.384
81 Cl 5.41770 -0.49160 2.99725  -0.085
82 Cl 3.69713 -2.18335 4.65440  -0.135
83 H 6.04494 -2.15390 4.53341  0.280
84 H 5.39463 -0.70515 5.33637  0.318
85 C -5.75555 3.96731 0.51535  -0.019
86 Cl -5.09534 2.33207 0.64759  -0.068
87 Cl -7.15242 4.20581 1.57124  -0.173
88 H -4.98186 4.67176 0.79897  0.274
89 H -6.06377 4.13343 -0.50938  -0.021

---

Entry 6:
A gas-phase ion, C4H7ClN3 (charge +1) in a non-equilibrium geometry. Source: the Open Molecules 2025 dataset; level of theory: ωB97M-V with the def2-TZVPD basis set.

The value obtained for the highest occupied orbital energy (alpha / beta) is -0.4365 / -0.4365 hartree. The charge is +1. For the LUMO energy (alpha / beta), the calculation gives -3.8 / -3.8 eV. The frontier orbital gap (alpha / beta) comes out at 8.1137 / 8.1142 eV.

Last column: Mulliken charge in e.
Element x y z (Å)
1 C -1.59984 -1.66084 0.29127  -0.064
2 C 0.95339 0.32611 -0.60365  0.217
3 C -0.56151 -0.82556 0.98920  -0.783
4 C -0.62597 -2.32904 -1.83152  0.005
5 N -1.27300 -2.17472 -0.81640  -0.052
6 N -0.05292 0.27664 0.20672  -0.201
7 N 1.39252 1.34388 -1.34634  -0.300
8 Cl 0.39446 -3.59794 -2.33726  -0.031
9 H -2.69398 -1.82860 0.60853  0.357
10 H -0.82965 -0.40083 1.86563  0.392
11 H 0.25887 -1.47593 1.21444  0.386
12 H 1.41277 -0.63880 -0.78948  0.254
13 H -0.76621 1.13088 0.12376  0.316
14 H 2.35671 1.20789 -1.65555  0.284
15 H 0.94213 2.21093 -1.34087  0.221

---

| no. | molar mass (g/mol) | electronic energy (eV) |
| --- | --- | --- |
| 1 | 126.10 | -14559.71260 |
| 2 | 73.12 | -6225.32882 |
| 3 | 170.19 | -16114.92365 |
| 4 | 169.59 | -32420.20832 |
| 5 | 1228.45 | -328645.91226 |
| 6 | 132.57 | -21244.63152 |